1.
C42H78FN6O12 | wB97M-V/def2-TZVPD

## Properties
**Kohn-Sham gap**: 6.4 eV
**Total energy**: -2977.62703 Ha
**Molecular weight**: 878.11 g mol⁻¹
**ΔE to the lowest compared entry with this formula, charge and spin**: 0.00 kcal/mol

Geometry as ORCA input:
```
! wB97M-V def2-TZVPD RIJCOSX def2/J DEFGRID3
* xyz 1 1
C 1.10112 2.09051 -3.09480
C 1.39475 1.06406 -2.21014
C 2.54013 1.15317 -1.12469
C 3.75073 0.32973 -1.69868
O 4.29386 0.93153 -2.88065
N 4.26657 -0.02182 -3.90561
O 5.28970 -0.06537 -4.46495
N 4.89077 0.09079 -0.72968
C 6.04950 0.96731 -1.14906
C 7.30291 0.48280 -1.41071
C 4.57582 0.46844 0.66937
F 5.61330 0.16239 1.55144
C 3.16050 -0.09421 1.18763
C 2.97270 -1.62154 0.84514
C 4.21730 -2.55259 1.14801
C 4.30839 -3.04368 2.66296
C 5.43091 -2.26989 3.42905
O 5.84024 -2.90364 4.66119
C 6.83057 -2.14677 5.27808
C 6.85617 -2.10146 6.86196
O 7.69961 -1.54758 4.69617
N 3.14819 0.22160 2.63039
C 1.90449 -0.21334 3.33381
C 2.26665 -1.02857 4.66137
C 2.07082 0.75186 0.34139
O 0.77351 0.14250 0.33468
C -0.24774 1.09329 0.60680
O -0.97243 1.45602 -0.27305
C -0.48531 1.70455 2.01360
C 0.28658 2.83747 2.56697
C -0.03821 3.26802 3.92389
C -1.08646 2.62376 4.72947
C -1.87156 1.53683 4.15761
C -1.56307 1.08521 2.80445
H 0.04401 2.44627 -3.11392
H 1.84995 2.54080 -3.79856
H 0.82537 0.10124 -2.27445
H 2.84734 2.23615 -1.11130
H 3.35462 -0.67403 -2.02822
H 5.22772 -0.87277 -0.86066
H 5.91023 2.07833 -1.21642
H 8.16738 0.97341 -0.88982
H 7.53643 -0.32809 -2.14072
H 4.50677 1.59526 0.69859
H 2.75898 -1.73257 -0.26143
H 2.08923 -2.09448 1.35309
H 5.20688 -2.15424 0.80627
H 4.04628 -3.49942 0.55485
H 4.64920 -4.12057 2.61581
H 3.31341 -3.06193 3.17037
H 6.33081 -2.25073 2.74289
H 5.19438 -1.18510 3.61889
H 7.94654 -2.03140 7.12220
H 6.30863 -1.17138 7.15077
H 6.41670 -3.04269 7.27063
H 3.17338 1.24753 2.68031
H 1.40182 0.72356 3.71132
H 1.14891 -0.73113 2.69892
H 1.87558 -2.07649 4.65079
H 1.81603 -0.52821 5.56629
H 3.37760 -1.01390 4.84545
H 1.96850 1.72112 0.91768
H 1.09975 3.30086 1.96431
H 0.57306 4.10211 4.34326
H -1.23470 3.00807 5.76254
H -2.67842 1.05439 4.75096
H -2.15250 0.25211 2.34641
C 1.86769 -1.29619 -6.02607
O 0.53787 -1.18543 -5.54757
C -0.44210 -1.50925 -6.53430
C -1.19390 -2.76800 -6.12734
N -0.33309 -3.94486 -6.22672
C -0.91996 -5.15068 -5.64295
C -1.13435 -5.15912 -4.12602
O 0.07406 -5.14115 -3.37468
C 0.57528 -3.84736 -3.09315
H 2.53780 -0.94754 -5.24103
H 2.11497 -2.33768 -6.25419
H 2.01645 -0.67392 -6.91356
H -0.00510 -1.60994 -7.53236
H -1.14905 -0.67487 -6.56547
H -2.06027 -2.89860 -6.78213
H -1.55321 -2.62646 -5.10071
H 0.54114 -3.75234 -5.75268
H -0.24600 -5.97582 -5.89032
H -1.87117 -5.36239 -6.14123
H -1.62279 -6.10546 -3.87583
H -1.81749 -4.37059 -3.79188
H -0.22167 -3.10744 -2.97820
H 1.27633 -3.53055 -3.87016
H 1.13330 -3.90297 -2.15431
C -3.61295 -1.25771 4.31514
O -4.10219 -0.65129 5.49898
C -5.37986 -0.03239 5.32432
C -6.43276 -0.75617 6.15104
N -6.71675 -2.07750 5.59520
C -7.55408 -2.90949 6.46045
C -6.95323 -3.35704 7.79651
O -5.85812 -4.25174 7.66132
C -4.59291 -3.62542 7.53446
H -2.60372 -1.62216 4.51265
H -4.23673 -2.10784 4.02521
H -3.56900 -0.53381 3.49861
H -5.66982 0.02287 4.27037
H -5.28809 0.99251 5.69680
H -7.35247 -0.16412 6.15994
H -6.05873 -0.83156 7.17900
H -5.84121 -2.56129 5.43522
H -7.79795 -3.80780 5.88636
H -8.49941 -2.39024 6.64764
H -7.72913 -3.91868 8.32526
H -6.69587 -2.51410 8.44738
H -4.53912 -2.68052 8.08165
H -4.34810 -3.46721 6.48086
H -3.84206 -4.30424 7.94366
C -2.96751 7.45485 -7.27237
O -3.30240 7.37542 -5.89624
C -4.55944 6.74275 -5.66232
C -4.35575 5.42927 -4.92057
N -3.72918 4.43102 -5.78596
C -3.30693 3.22505 -5.07665
C -2.17543 3.37428 -4.05508
O -0.91975 3.71439 -4.63424
C -0.69815 5.11002 -4.78283
H -2.04452 8.02799 -7.36286
H -2.79822 6.45828 -7.69182
H -3.75219 7.96726 -7.83596
H -5.12478 6.59447 -6.58742
H -5.13907 7.41672 -5.02467
H -5.32519 5.05315 -4.58070
H -3.73512 5.63465 -4.04006
H -2.91695 4.84423 -6.22853
H -2.97629 2.51443 -5.84011
H -4.17675 2.77665 -4.58599
H -2.03092 2.39238 -3.59083
H -2.43089 4.05817 -3.23848
H -1.18420 5.69483 -3.99816
H -1.03046 5.44706 -5.76661
H 0.37876 5.28478 -4.72722
*
```

Löwdin population analysis, charges in e, atoms 1 to 2: number 1, C, carries 0.067; number 2, C, carries -0.105



2.
C42H79F6NO15S | wB97M-V/def2-TZVPD

## Properties
**Kohn-Sham gap**: 8.9 eV
**Total energy**: -3828.40297 Ha
**Molecular weight**: 984.14 g mol⁻¹

Geometry as ORCA input:
```
! wB97M-V def2-TZVPD RIJCOSX def2/J DEFGRID3
* xyz 0 1
C 2.59477 -4.93475 2.59141
C 2.83372 -3.42902 2.79999
C 3.21890 -2.69338 1.50300
O 2.95532 -1.28422 1.62940
C 1.90166 -0.82268 0.88693
C 0.58985 -1.63708 0.89577
C 0.40331 -2.65527 -0.24191
C -1.05039 -3.16577 -0.14799
F -1.16419 -4.45685 -0.59895
O 2.26504 -0.64902 -0.54860
S 1.30512 0.56684 -1.06072
O 1.96188 1.46526 -1.92812
O 0.06635 0.18309 -1.65244
O 0.81683 1.17223 0.38606
C 1.86809 0.70225 1.29209
C 1.59743 1.03545 2.72420
C 0.41364 0.30978 3.34462
C -0.93930 0.86200 2.85703
C -2.06913 0.67510 3.86232
F -1.78905 -0.13789 4.87388
F -3.10549 0.09567 3.18566
C -2.60233 2.05457 4.35770
F -1.64856 2.81046 4.81640
F -3.16619 2.63290 3.32389
F -3.55031 1.96399 5.27284
O 3.03847 1.21206 0.71256
C 3.56003 2.41883 1.26757
C 2.66983 3.66645 1.08139
N 3.44768 4.83587 0.63272
C 3.75746 4.71650 -0.80408
C 2.87399 5.58075 -1.72365
C 2.90246 4.95532 -3.13352
O 1.57048 5.69104 -1.18923
H 1.97744 -5.29484 3.41131
H 2.14466 -5.10109 1.62056
H 3.55192 -5.43783 2.69966
H 3.68667 -3.31974 3.47335
H 2.01940 -2.92677 3.31853
H 2.81133 -3.12752 0.59621
H 4.30138 -2.78594 1.42047
H -0.29796 -1.01483 0.94065
H 0.58812 -2.21721 1.81644
H 1.02709 -3.54574 -0.16493
H 0.51135 -2.24752 -1.23974
H -1.41709 -3.02386 0.87086
H -1.63639 -2.51491 -0.80874
H 1.42499 2.09980 2.86835
H 2.49775 0.82258 3.29009
H 0.47043 -0.77039 3.27756
H 0.44693 0.52489 4.40854
H -0.79497 1.92723 2.67902
H -1.27015 0.42459 1.92023
H 3.90280 2.30518 2.29668
H 4.46465 2.62408 0.69823
H 1.89753 3.51684 0.33363
H 2.19532 3.97418 2.01477
H 4.34892 4.75730 1.10692
H 4.80201 4.99289 -0.95486
H 3.66396 3.66370 -1.10085
H 3.36969 6.54845 -1.82208
H 1.90595 4.83339 -3.56255
H 3.50789 5.54213 -3.82044
H 3.35219 3.96387 -3.12880
H 0.97147 5.27135 -1.81879
C 1.90542 -6.10096 -2.74993
C 2.86573 -6.10814 -1.59405
O 2.57463 -5.52775 -0.57195
C 4.17468 -6.84178 -1.75627
H 1.02336 -5.53236 -2.46909
H 2.36677 -5.62391 -3.61513
H 1.60476 -7.11974 -3.00453
H 4.74441 -6.40871 -2.57967
H 3.98735 -7.89810 -1.95440
H 4.75630 -6.75302 -0.84024
C 1.64378 -0.78758 7.48800
C 2.68984 -0.76066 6.40125
O 2.55593 -0.07428 5.41323
C 3.90900 -1.62625 6.59718
H 0.82469 -0.12293 7.21931
H 1.25269 -1.79956 7.60430
H 2.07661 -0.45031 8.43101
H 3.61407 -2.67402 6.67572
H 4.43897 -1.32494 7.50212
H 4.57460 -1.51083 5.74399
C -1.16160 -2.12089 -3.69815
C 0.08079 -2.59736 -4.40874
O 0.73161 -3.52236 -3.97818
C 0.47632 -1.87089 -5.67162
H -1.32714 -2.72892 -2.81052
H -1.04044 -1.07977 -3.39202
H -2.02898 -2.21525 -4.35531
H 0.66491 -0.81855 -5.45200
H -0.31848 -1.95510 -6.41473
H 1.38439 -2.31473 -6.07534
C -5.43890 0.17718 -1.97957
C -4.02798 -0.04762 -1.49768
O -3.48395 -1.12185 -1.60820
C -3.31214 1.11911 -0.87427
H -5.82549 -0.74767 -2.40452
H -6.07501 0.47317 -1.14355
H -5.44967 0.94934 -2.75142
H -3.85262 1.46290 0.01099
H -3.22971 1.93094 -1.60000
H -2.30975 0.81096 -0.57893
C -4.03533 1.50294 -6.47038
C -3.19017 1.71489 -5.23812
O -3.55527 2.43700 -4.33798
C -1.87092 0.98620 -5.17603
H -4.95229 2.08271 -6.38380
H -3.49168 1.83286 -7.35711
H -4.29278 0.44663 -6.56857
H -1.23490 1.29410 -6.00828
H -2.04064 -0.09060 -5.22114
H -1.36644 1.22368 -4.24004
C -7.84266 -0.64338 4.91659
C -7.34639 -0.08840 3.60227
O -7.91380 -0.32959 2.56180
C -6.11312 0.77866 3.64765
H -8.73141 -1.24619 4.74123
H -7.07413 -1.27108 5.37052
H -8.09776 0.17295 5.59428
H -5.26335 0.22937 4.04708
H -6.30884 1.65440 4.26943
H -5.87252 1.11033 2.63949
C -8.10250 -2.85301 -5.66831
C -6.77328 -3.17819 -5.02880
O -5.74377 -3.14304 -5.66270
C -6.78976 -3.54705 -3.56499
H -7.94791 -2.60597 -6.71672
H -8.76892 -3.71453 -5.60335
H -8.55856 -1.99746 -5.16740
H -7.39976 -4.43843 -3.40958
H -7.19017 -2.71853 -2.97859
H -5.77420 -3.75408 -3.23324
C 8.45024 6.71273 0.16334
C 7.07009 6.57567 0.75709
O 6.49311 5.51214 0.77467
C 6.43773 7.82020 1.32784
H 8.78159 5.74521 -0.20820
H 8.43080 7.42149 -0.66600
H 9.15137 7.05749 0.92491
H 6.33236 8.57630 0.54823
H 7.05264 8.21262 2.13954
H 5.45096 7.57743 1.71778
*
```

Löwdin population analysis, charges in e, atoms 1 to 2: number 1, C, carries -0.080; number 2, C, carries -0.208



3.
C42H80O26 | wB97M-V/def2-TZVPD

## Properties
**Kohn-Sham gap**: 9.8 eV
**SMILES**: COC(=O)OC.COC(=O)OC.COC(=O)OC.COC(=O)OC.COC(=O)OC.COC(=O)OC.O=C1CCCO1.O=C1CCCO1.C1CCOC1.C1CCOC1.C1CCOC1.C1CCOC1
**Total energy**: -3604.41225 Ha
**Molecular weight**: 1001.08 g mol⁻¹

Geometry as ORCA input:
```
! wB97M-V def2-TZVPD RIJCOSX def2/J DEFGRID3
* xyz 0 1
C 0.88566 -3.82499 5.17863
O 2.26092 -3.79153 4.83213
C 2.76913 -2.65037 4.46098
O 2.14944 -1.62901 4.25795
O 4.09990 -2.76952 4.46711
C 4.89470 -1.65767 4.09251
H 0.63498 -4.86526 5.36195
H 0.32476 -3.52584 4.28847
H 0.56766 -3.16189 5.98005
H 5.91130 -2.01584 3.96612
H 4.90983 -0.93791 4.91563
H 4.46910 -1.16441 3.21943
C 3.11314 -2.56727 -3.62702
O 3.52072 -2.77431 -4.96692
C 2.51599 -3.00617 -5.79345
O 1.36432 -2.94577 -5.46564
O 2.99991 -3.29057 -6.98848
C 2.10742 -3.47239 -8.08542
H 2.48865 -1.69492 -3.44740
H 3.98644 -2.53984 -2.98071
H 2.57211 -3.44102 -3.24868
H 2.23285 -4.48046 -8.47452
H 2.33829 -2.70621 -8.81906
H 1.05742 -3.41140 -7.79820
C 3.27500 1.34253 3.84781
O 3.29601 2.72612 4.23573
C 2.53908 3.60577 3.58845
O 1.98515 3.46143 2.54597
O 2.57684 4.79836 4.21096
C 3.51945 5.05322 5.23849
H 3.55069 1.28682 2.79422
H 2.30715 0.85214 3.93875
H 3.95644 0.89366 4.56006
H 3.47271 4.34014 6.06739
H 3.30702 6.03654 5.64300
H 4.51950 4.90022 4.82731
C 0.30055 -1.02447 -2.47920
O 0.15240 -1.43109 -1.12934
C -0.05397 -0.60145 -0.15434
O -0.26317 0.58804 -0.25908
O 0.05359 -1.27022 0.99473
C -0.10131 -0.55736 2.21158
H -0.55437 -0.43575 -2.80332
H 0.50347 -1.92421 -3.05346
H 1.19288 -0.40485 -2.60014
H 0.78752 -0.03722 2.55815
H -0.35693 -1.25924 3.00497
H -0.98603 0.07597 2.15918
C 0.19147 -0.13415 -6.46446
O 0.34569 1.27401 -6.45435
C 1.01732 1.83027 -5.45947
O 1.61102 1.27258 -4.58257
O 0.89351 3.15456 -5.63049
C 1.61450 3.99994 -4.75354
H -0.63061 -0.54302 -5.87064
H 1.06342 -0.62527 -6.03148
H 0.05888 -0.47138 -7.48853
H 1.08097 4.91985 -4.52249
H 2.56214 4.26351 -5.22255
H 1.76195 3.52104 -3.78391
C -4.51143 -1.33399 -2.76219
O -3.62704 -2.43295 -2.60497
C -2.76548 -2.70292 -3.57313
O -2.51712 -2.00932 -4.52487
O -2.17182 -3.84622 -3.24296
C -1.30722 -4.43128 -4.17238
H -5.29219 -1.55983 -3.49219
H -4.06480 -0.41473 -3.14114
H -5.04083 -1.11538 -1.83957
H -1.79047 -4.80440 -5.07896
H -0.82390 -5.28500 -3.69562
H -0.46253 -3.83851 -4.53750
O -2.09401 -6.64631 0.62128
C -0.98972 -6.19416 0.67814
C 0.00091 -6.12624 1.82533
C 0.94310 -4.99168 1.40080
C 0.88530 -5.04059 -0.11774
O -0.41887 -5.60652 -0.38705
H -0.41669 -6.01711 2.82382
H 0.43261 -7.13286 1.82233
H 0.60651 -4.03852 1.80755
H 1.89278 -5.25981 1.86548
H 0.99083 -4.05292 -0.55671
H 1.63259 -5.73902 -0.49443
O 4.07371 0.11960 -1.88573
C 3.16992 0.89742 -1.79091
C 3.05304 2.28738 -2.32141
C 1.98796 2.89900 -1.43993
C 1.09513 1.68920 -1.11875
O 2.02389 0.56632 -1.12741
H 4.02000 2.78725 -2.28025
H 2.75585 2.26437 -3.37133
H 2.30825 3.33353 -0.49381
H 1.43372 3.66561 -1.98329
H 0.71822 1.75499 -0.10110
H 0.26494 1.62318 -1.82114
C -0.86179 0.55619 5.54221
C -0.52611 2.02263 5.27807
C -1.19560 2.74563 6.43487
O -1.26015 1.80743 7.49685
C -1.40978 0.50353 6.96406
H -0.00603 -0.08156 5.30229
H -1.59529 0.18697 4.81782
H -0.83139 2.35334 4.28851
H 0.54100 2.25650 5.34248
H -2.21767 3.08473 6.21853
H -0.65558 3.65173 6.71364
H -2.46340 0.20930 6.98340
H -0.79899 -0.13483 7.60601
C -1.10211 2.88801 -2.61106
C -1.49911 4.30180 -3.01063
C -2.16449 3.98871 -4.35129
O -2.88433 2.80354 -4.14080
C -2.07765 1.93932 -3.35143
H -1.11747 2.67393 -1.54238
H -0.07218 2.79293 -2.96196
H -0.66918 5.00741 -3.02088
H -2.19499 4.72717 -2.28213
H -1.46397 4.01110 -5.19359
H -2.87559 4.76545 -4.64965
H -1.51776 1.18501 -3.91713
H -2.72414 1.36025 -2.69027
C -0.79152 4.26786 1.00972
C -0.96551 5.30504 2.09540
C -2.30295 4.87842 2.66622
O -2.18101 3.47709 2.70433
C -1.27646 3.00376 1.69591
H 0.22476 4.20273 0.61622
H -1.36501 4.44216 0.09236
H -1.05569 6.37165 1.86839
H -0.17584 5.19358 2.84167
H -3.07926 5.29573 2.00943
H -2.48170 5.30939 3.65347
H -1.65149 2.29900 0.94936
H -0.40573 2.45813 2.07342
C -3.46515 -1.53062 1.93146
C -4.81703 -1.56837 2.66388
C -5.72260 -2.34299 1.69480
O -5.05485 -2.46447 0.42960
C -3.69718 -2.49571 0.75402
H -2.69684 -1.95773 2.57469
H -3.19056 -0.55504 1.53424
H -5.27415 -0.59205 2.82330
H -4.71091 -2.06074 3.62847
H -6.70566 -1.89118 1.57770
H -5.85875 -3.37258 2.04601
H -3.07169 -2.20610 -0.09434
H -3.30313 -3.49332 0.99764
*
```

Löwdin population analysis, charges in e, atoms 1 to 2: number 1, C, carries -0.025; number 2, O, carries 0.022